# 1
{"formula": "CH4N2O2S", "method": "ωB97M-V with the def2-TZVPD basis set", "elements": ["C", "N", "N", "O", "O", "S", "H", "H", "H", "H"], "positions_angstrom": [[0.0373, 0.9448, -0.2140], [0.5504, -1.2148, -0.0979], [-0.5532, -1.4232, 0.5716], [-2.4957, 0.4619, 0.9721], [-2.0507, -0.4111, -1.2735], [-1.5270, -0.0426, -0.0232], [0.6342, 1.0091, 0.6867], [0.0338, 1.8082, -0.8280], [0.2535, -1.3574, -1.1365], [-0.4521, -1.2005, 1.6392]], "forces_ev_per_a": [[-0.8, -3.2, 1.1], [1.1, 0.7, -3.6], [-2.2, 1.8, 3.3], [2.2, -1.0, -1.5], [-0.1, -0.5, -1.8], [-0.7, 1.9, 3.4], [-0.4, 0.1, 0.2], [-0.1, 0.6, -0.8], [0.9, 0.2, 2.0], [0.1, -0.7, -2.3]], "homo_ha": [-0.3636, -0.3552], "gap_ev": [8.8, 8.4], "largest_force_ev_per_a": 4.4, "relative_energy_kcal_mol": 113.7}

# 2
{"formula": "C23H42NO7", "method": "ωB97M-V with the def2-TZVPD basis set", "elements": ["C", "O", "C", "C", "C", "C", "C", "C", "C", "C", "C", "C", "C", "C", "C", "C", "N", "H", "H", "H", "H", "H", "H", "H", "H", "H", "H", "H", "H", "H", "H", "H", "H", "H", "H", "H", "H", "H", "H", "H", "H", "H", "H", "C", "C", "O", "C", "O", "O", "C", "H", "H", "H", "H", "H", "H", "H", "H", "C", "C", "O", "C", "O", "O", "C", "H", "H", "H", "H", "H", "H", "H", "H"], "positions_angstrom": [[-8.0262, 5.1729, -0.0801], [-7.4415, 4.2828, 0.8672], [-8.3871, 3.2825, 1.2525], [-7.6723, 1.9473, 1.4568], [-7.0766, 1.4050, 0.1320], [-5.6527, 0.8036, 0.2926], [-4.8533, 0.9821, -1.0328], [-4.3380, -0.3344, -1.6573], [-3.0059, -0.2219, -2.4402], [-2.8114, 1.0883, -3.2376], [-1.2952, 1.2542, -3.6113], [-0.5577, 2.0058, -2.5365], [0.2410, 3.0582, -2.9018], [0.9498, 3.7793, -1.9548], [0.8379, 3.4418, -0.6097], [0.0068, 2.4197, -0.2702], [-0.6491, 1.7443, -1.2170], [-9.0421, 5.4306, 0.2495], [-7.4085, 6.0749, -0.1024], [-8.0857, 4.7231, -1.0826], [-8.9442, 3.5893, 2.1492], [-9.1008, 3.1713, 0.4201], [-6.8608, 2.1352, 2.1713], [-8.3889, 1.2200, 1.8560], [-7.7550, 0.6633, -0.3113], [-7.0677, 2.2520, -0.5680], [-5.7670, -0.2458, 0.5787], [-5.1656, 1.4093, 1.0637], [-4.0550, 1.7172, -0.8525], [-5.5183, 1.4472, -1.7722], [-4.1553, -1.0298, -0.8246], [-5.1242, -0.8071, -2.2558], [-3.0103, -1.0296, -3.1855], [-2.1539, -0.4624, -1.7820], [-3.0840, 1.9951, -2.6932], [-3.3299, 0.9794, -4.1935], [-1.2840, 1.9132, -4.4857], [-0.8260, 0.3047, -3.8909], [0.3424, 3.3580, -3.9392], [1.5899, 4.6191, -2.2080], [1.3660, 3.9571, 0.1849], [-0.1347, 2.1214, 0.7642], [-1.2554, 0.9943, -0.8930], [2.0968, 0.1803, -1.7575], [1.5113, -0.8982, -0.8660], [2.1727, -2.1456, -1.0374], [3.3812, -2.2310, -0.4577], [3.9146, -1.3600, 0.1794], [3.8802, -3.4282, -0.7267], [5.2183, -3.6312, -0.2515], [2.0929, -0.1459, -2.8000], [1.5185, 1.0874, -1.6768], [3.1331, 0.3897, -1.4962], [0.4669, -1.0714, -1.1380], [1.5279, -0.6019, 0.1859], [5.2936, -3.4200, 0.8129], [5.9108, -3.0072, -0.8149], [5.4684, -4.6743, -0.4197], [7.8408, -1.8575, 3.4743], [9.0267, -2.5837, 2.8733], [9.4560, -3.6744, 3.6982], [8.6907, -4.7649, 3.6549], [7.6961, -4.9097, 2.9897], [9.2044, -5.6625, 4.4948], [8.4242, -6.8529, 4.6294], [8.0667, -1.5360, 4.4921], [7.5833, -0.9839, 2.8745], [6.9665, -2.5057, 3.5277], [9.8756, -1.9048, 2.8082], [8.8139, -2.9357, 1.8630], [8.2299, -7.3068, 3.6597], [7.4880, -6.6301, 5.1399], [9.0007, -7.5465, 5.2353]], "forces_ev_per_a": [[0.1, 0.1, 0.5], [-0.4, -0.1, -0.2], [0.0, -0.4, -0.5], [0.0, 0.1, -0.3], [-0.2, 0.3, 0.4], [-0.8, 1.0, -1.0], [-0.4, -0.4, -0.1], [0.5, 0.1, 0.9], [-0.9, -0.1, -0.4], [1.5, -1.0, -0.1], [-1.2, 0.5, 0.3], [0.0, -0.3, -0.6], [0.9, 1.1, -0.1], [0.1, 0.2, 0.5], [0.2, 0.3, 0.1], [0.1, 0.0, 0.7], [-0.8, -0.5, -0.1], [0.2, 0.2, -0.2], [-0.1, -0.1, -0.1], [0.1, 0.0, 0.2], [0.2, 0.0, -0.1], [-0.1, -0.1, 0.3], [-0.2, -0.3, 0.1], [0.2, 0.2, 0.3], [0.1, 0.1, 0.1], [0.3, -0.2, 0.1], [0.4, 0.2, 0.2], [0.1, -0.5, 0.1], [0.0, -0.3, -0.1], [0.2, 0.1, 0.1], [0.0, 0.0, -0.3], [0.2, 0.2, 0.0], [0.3, 0.1, 0.2], [-0.2, 0.2, 0.0], [-0.4, -0.2, -0.2], [-0.3, 0.4, 0.3], [0.4, -0.2, 0.1], [0.0, 0.1, 0.2], [-0.2, -0.3, 0.1], [-0.1, -0.2, -0.3], [0.0, 0.0, -0.2], [-0.1, -0.1, -0.2], [0.0, 0.0, -0.3], [0.4, -0.4, -0.2], [-0.1, 0.4, 0.0], [-0.2, 0.0, 0.0], [0.2, -0.2, -0.1], [-0.1, 0.1, 0.0], [-0.1, 0.1, 0.0], [0.4, -0.2, 0.1], [-0.1, 0.0, 0.0], [0.2, 0.1, 0.0], [-0.1, 0.0, 0.1], [0.1, -0.3, 0.0], [0.2, 0.0, 0.0], [0.0, 0.1, 0.0], [0.0, 0.1, 0.1], [-0.2, 0.0, -0.1], [-0.2, -0.2, 0.2], [-0.2, 0.4, -0.2], [0.1, -0.1, -0.1], [0.0, 0.1, 0.2], [0.0, 0.0, -0.1], [0.0, 0.0, -0.1], [-0.1, -0.3, 0.1], [0.1, 0.1, -0.1], [0.1, 0.0, 0.0], [0.0, 0.0, -0.1], [0.1, -0.2, 0.1], [-0.1, -0.1, 0.1], [-0.1, 0.1, 0.0], [0.0, 0.0, -0.1], [0.1, 0.2, 0.0]], "homo_ha": -0.4242, "gap_ev": 7.3, "largest_force_ev_per_a": 1.8, "relative_energy_kcal_mol": 7.4, "total_charge": 1}